[1]
47
Properties=species:S:1:pos:R:3:mulliken_charge:R:1 method="wB97M-V/def2-TZVPD" homo_energy_ev=-14.1 total_charge=+2 lumo_energy_ev=-7.71 gap_ev=6.35 mol_weight_g_mol=838.38
Pd -0.0137 0.4120 1.1920 0.22
Br 7.1445 0.2677 2.7711 -0.03
Br 5.3086 0.8523 0.0601 -0.03
Br 5.7397 -0.2822 5.6500 -0.03
Br 2.4428 -0.0834 6.0093 -0.03
As -0.6501 2.3315 0.0566 1.09
S -1.4629 -0.7890 0.0001 -0.42
O 2.3826 0.8030 0.9014 -0.48
O 1.2569 0.5876 3.2833 -0.67
N -3.4871 -2.2195 0.9181 -0.04
N -2.4855 -0.7994 2.4671 -0.34
C -2.5471 -1.2972 1.2380 0.64
C -1.8410 3.3453 1.2348 -1.20
C -3.6342 4.3434 -0.2114 -0.22
C 3.3109 0.1688 4.3788 -0.42
C -4.1317 2.3449 1.0210 0.02
C -1.4790 2.1719 -1.6651 -1.31
C 0.9831 3.3123 -0.2108 -1.27
C 2.4642 0.4585 3.2337 0.76
C -4.3995 -2.6585 1.8132 -0.12
C -3.2364 3.3537 0.6820 0.04
C -4.9072 4.3219 -0.7619 -0.67
C 4.6487 0.1008 4.2030 0.41
C -4.3813 -2.1466 3.0745 -0.61
C 4.5781 0.5706 1.7515 -0.45
C -3.3886 -1.1996 3.3526 -0.03
C 5.2954 0.3270 2.8688 0.37
C 3.1289 0.6235 1.8424 0.65
C -5.7932 3.3079 -0.4252 -0.48
C -5.4061 2.3231 0.4723 -0.67
H -0.8068 1.6074 -2.3100 0.44
H -5.1034 -3.4026 1.4670 0.44
H -1.6455 3.1656 -2.0769 0.46
H -3.8295 1.5936 1.7414 0.39
H -6.1088 1.5503 0.7575 0.42
H -6.7886 3.2966 -0.8480 0.41
H 1.6690 2.7075 -0.7998 0.38
H -2.4282 1.6562 -1.5572 0.41
H -3.5032 -2.5850 -0.0276 0.26
H -5.2120 5.1029 -1.4453 0.42
H -2.9511 5.1472 -0.4650 0.45
H 1.4321 3.5454 0.7522 0.36
H -1.7814 2.8732 2.2138 0.49
H -3.3161 -0.7526 4.3373 0.45
H -5.0940 -2.4641 3.8198 0.45
H -1.4143 4.3469 1.3012 0.64
H 0.7413 4.2340 -0.7398 0.47

---

[2]
46
Properties=species:S:1:pos:R:3:mulliken_charge:R:1 method="wB97M-V/def2-TZVPD" homo_energy_ev=-8.7 lumo_energy_ev=-4.24 gap_ev=4.50 mol_weight_g_mol=569.42
I -2.0354 -1.4954 -1.4158 0.51
Cl -4.7591 2.1336 -0.9608 -0.35
Cl -3.6148 3.6168 1.4507 -0.34
Cl -4.6206 0.7987 1.8241 -0.33
O 1.3857 -1.1303 1.4173 -0.36
O -0.4067 -1.9965 2.6301 -0.36
O -2.5249 -1.6812 1.8783 -0.44
O 0.9891 -0.0288 -0.5101 -0.45
O -2.4586 1.3631 0.2071 -0.84
C 1.8023 -2.8514 3.0012 -1.68
C 0.5397 -0.4727 0.5262 0.34
C 1.0267 3.7594 0.1506 -0.89
C -0.8616 -0.3527 0.9159 0.21
C -0.2890 2.0021 1.1452 -0.58
C 0.9827 -1.8050 -4.5544 -0.50
C -0.2966 0.2778 -3.1572 -0.12
C 0.8066 -2.3542 1.9427 1.11
C 1.2682 -0.4697 -4.8619 -0.43
C 0.6458 0.5656 -4.1471 -0.47
C -1.4655 0.9873 1.1258 0.21
C 0.5961 1.9412 2.2241 0.11
C 0.0617 -2.1123 -3.5347 -0.41
C -1.3552 -1.3940 1.8028 0.32
C 0.5110 -3.3504 0.8328 -0.64
C 1.7113 2.7836 2.2576 -0.85
C 1.9413 3.6836 1.2080 -0.45
C -0.0969 2.9200 0.1147 0.02
C -0.5946 -1.0655 -2.8732 0.11
B -3.6876 1.9323 0.6067 1.04
H 0.8958 1.6068 -4.3523 0.40
H 1.1650 4.5003 -0.6423 0.39
H 1.4602 -3.6677 0.3820 0.40
H -1.9209 0.9146 2.1378 0.67
H 1.9815 -0.2358 -5.6583 0.38
H -0.1392 -2.8837 0.0731 -0.22
H 0.0026 -4.2213 1.2702 0.41
H -0.8281 2.9850 -0.6911 0.51
H 1.3825 -3.7391 3.4887 0.39
H 2.7455 -3.1082 2.5025 0.37
H -0.7846 1.0838 -2.6092 0.44
H 2.3801 2.7423 3.1206 0.41
H 1.9752 -2.0577 3.7447 0.40
H -0.1537 -3.1455 -3.2428 0.36
H 2.7781 4.3897 1.2745 0.40
H 1.4747 -2.6181 -5.0918 0.36
H 0.3841 1.2491 3.0467 0.42

---

[3]
48
Properties=species:S:1:pos:R:3:mulliken_spin:R:1 method="wB97M-V/def2-TZVPD" homo_energy_ev="-10.7 / -10.8" total_charge=+1 lumo_energy_ev="-3.10 / -3.21" gap_ev="7.60 / 7.62" mol_weight_g_mol=512.54 multiplicity=2
Co 0.8063 0.4557 -1.1681 1.00
S -2.7142 3.5047 -1.0049 0.01
S 0.9338 -0.6388 -3.1190 -0.04
S 3.5500 3.7355 -2.4658 0.00
N -0.6694 -2.0252 -1.3929 0.00
N -0.6040 -2.7471 -3.5371 0.00
N -0.1486 -1.0824 -0.5440 -0.01
N 1.1185 0.6941 0.8174 0.00
N -0.7442 1.8918 -1.2069 0.03
N 1.8399 2.0005 -1.7312 -0.01
N -2.7748 0.8075 -0.7762 0.00
N 3.9354 1.0662 -2.1647 0.00
C -0.1883 -1.8658 -2.6121 0.01
C 1.6916 1.7309 1.4243 0.00
C -2.0316 1.9159 -0.9934 0.00
C -1.1573 4.1629 -1.3603 0.00
C -0.8929 -2.4072 1.4009 0.00
C -0.2649 -1.2474 0.7290 0.03
C -2.0053 -4.5893 2.7304 0.00
C 0.6734 1.1651 3.4964 0.00
C 0.3361 -0.1378 1.5260 -0.03
C 3.0898 2.1178 -2.1055 -0.02
C -0.7424 -4.1355 3.0814 0.00
C 1.5088 1.9961 2.7715 0.00
C -2.1528 -2.8824 1.0410 0.00
C 1.9375 4.2668 -2.1334 0.00
C 1.1732 3.2234 -1.7627 0.01
C -2.7080 -3.9591 1.7126 0.00
C -0.1942 -3.0441 2.4263 0.00
C -0.2529 3.1678 -1.4337 -0.01
C 0.0770 0.0815 2.8674 0.00
H -3.6903 -4.3152 1.4314 0.00
H 0.4814 1.3574 4.5437 0.00
H 0.7975 -2.7025 2.6974 0.00
H -0.5864 -0.5818 3.4023 0.00
H 4.8288 1.1699 -2.6123 0.00
H -1.0180 5.2213 -1.5020 0.00
H -3.7757 0.8706 -0.7480 0.00
H 1.6599 5.3006 -2.2503 0.00
H 3.5218 0.1449 -2.1838 0.01
H -2.3664 -0.0891 -0.9877 0.00
H -0.1819 -4.6311 3.8626 0.00
H -2.6926 -2.4179 0.2288 0.00
H -0.1590 -2.7635 -4.4371 0.00
H 1.9997 2.8439 3.2269 0.00
H -2.4385 -5.4367 3.2451 0.00
H 2.3143 2.3630 0.8044 0.00
H -1.1205 -3.5561 -3.2341 0.00

---

[4]
49
Properties=species:S:1:pos:R:3:mulliken_charge:R:1 method="wB97M-V/def2-TZVPD" homo_energy_ev=-9.6 lumo_energy_ev=-1.21 gap_ev=8.43 mol_weight_g_mol=480.41
S -1.1853 -6.5599 -0.4241 -0.35
F -4.1510 1.5416 2.2987 -0.27
F -3.6743 -0.2859 3.3518 -0.25
F -3.7245 -1.6399 1.2941 -0.32
F -2.1134 0.9170 2.4698 -0.24
F -4.6135 0.0488 0.3280 -0.33
O 2.3119 -1.6013 -0.3129 -0.51
O -1.5298 -1.9203 2.5378 -0.55
O 2.4646 0.7056 -1.6587 -0.25
O 3.5407 2.5529 1.0703 -0.47
O -0.9645 1.7944 -2.6359 -0.63
N -4.2214 1.1394 -2.1358 -0.64
N -0.8314 -4.6155 1.5256 -0.50
C 2.2090 1.8585 -0.8847 -0.08
C -2.2382 -0.2128 0.1174 -0.39
C -3.2435 1.7399 -1.1953 -1.28
C -0.3705 -3.3370 1.0354 0.32
C 4.7542 0.5289 1.8622 -1.23
C -0.9984 0.8336 -1.6471 -0.04
C 0.7131 -3.2490 0.2863 -0.71
C 0.1000 0.0167 -1.4536 0.10
C 1.1449 -1.8924 -0.1866 0.09
C -2.1334 0.7338 -0.8767 0.88
C 3.5675 2.3299 -0.3276 -0.59
C -3.4947 -0.3584 0.9528 0.71
C -0.0074 -0.9267 -0.4506 0.92
C 3.4408 1.3480 1.8014 0.50
C 1.3236 0.2326 -2.3336 -1.17
C -1.0057 -5.4524 0.6532 0.46
C -1.0909 -2.0661 1.4210 0.36
C -1.1405 -1.0234 0.3249 0.34
C -3.3609 0.4645 2.3120 0.85
H 3.8646 3.2673 -0.7985 0.33
H 1.1162 0.9096 -3.1676 0.47
H -3.7730 2.0127 -0.2845 0.42
H -1.0793 1.3569 -3.4863 0.29
H 1.7248 2.6496 -1.4755 0.25
H -3.8097 1.1446 -3.0649 0.29
H 1.5614 1.6765 -0.0167 0.18
H -4.3295 0.1548 -1.9199 0.30
H 1.5772 -0.7320 -2.7869 0.43
H 4.5562 -0.4636 1.4497 0.28
H -2.8416 2.6273 -1.6720 0.52
H 5.0338 0.3554 2.9044 0.35
H 5.5971 1.0144 1.3719 0.35
H 3.1904 1.6398 2.8240 0.41
H 4.3153 1.5609 -0.5570 0.25
H 1.2957 -4.1117 -0.0169 0.53
H 2.6248 0.6983 1.4632 -0.38

---

[5]
41
Properties=species:S:1:pos:R:3:mulliken_charge:R:1 method="wB97M-V/def2-TZVPD" homo_energy_ev=-8.4 smiles="C/C(Nc1ccccc1)=C1/C(=O)N[C@@H](Cc2cccc(F)c2)C1=O" lumo_energy_ev=-0.02 gap_ev=8.38 mol_weight_g_mol=324.36
F -0.5618 3.4956 -3.9595 -0.30
O -0.7377 1.3424 2.9852 -0.71
O 1.9742 0.9849 -0.6617 -0.83
N 1.4931 2.7017 0.6469 -0.25
N 1.2895 -1.4876 0.2218 -0.10
C 1.4680 1.3598 0.3798 0.57
C -0.6619 3.6688 -1.5855 -0.08
C 0.4459 2.9723 1.6117 0.31
C 1.4134 -3.8493 0.9190 0.17
C -2.5929 1.7067 -1.4705 -0.70
C -0.3968 -1.6472 2.0525 -1.51
C -1.1725 3.3214 -0.3430 0.09
C -0.0416 1.5508 1.9835 -0.24
C -0.6457 3.8861 0.9993 -1.33
C 1.2045 -2.8622 -0.0667 -0.16
C -2.1085 2.1012 -2.7198 -0.45
C -1.0988 3.0754 -2.8109 0.01
C 0.5311 -0.8315 1.1809 0.48
C 0.6270 0.5679 1.1986 0.48
C 0.9420 -3.2776 -1.3677 -0.47
C 0.7957 -4.6363 -1.6202 -0.59
C 1.3527 -5.2421 0.6386 -0.80
C 1.0114 -5.5989 -0.6492 -0.32
C -2.1599 2.3364 -0.2983 -0.16
H -1.4836 3.9969 1.7220 0.40
H 1.4636 -6.0415 1.3413 0.40
H -2.4691 1.6448 -3.6051 0.46
H 1.6505 -0.8512 -0.5494 0.36
H -2.5513 1.9466 0.6377 0.43
H -3.3938 0.9454 -1.4421 0.37
H 1.6926 -3.5680 1.8907 0.47
H 1.7137 3.3563 -0.1273 0.36
H -1.2059 -1.0622 2.5033 0.39
H -0.2351 4.8761 0.8122 0.48
H 0.4829 -4.9717 -2.6117 0.33
H 0.0756 4.4448 -1.6462 0.48
H 0.2037 -2.1297 2.8553 0.32
H -0.8901 -2.4377 1.4570 0.45
H 0.8317 -2.5431 -2.1489 0.45
H 0.9008 -6.6321 -0.9216 0.38
H 0.8435 3.3875 2.5679 0.33

---

[6]
43
Properties=species:S:1:pos:R:3:mulliken_charge:R:1 method="wB97M-V/def2-TZVPD" homo_energy_ev=-7.9 smiles="COc1ccc(OC)c(-c2csc(NC(=O)Cc3ccccc3F)n2)c1" lumo_energy_ev=0.60 gap_ev=8.48 mol_weight_g_mol=372.42
S -2.4128 3.2621 -0.3874 -0.31
F -0.5705 -2.2108 0.7332 -0.48
O 4.0052 0.9742 -1.3086 -0.43
O 0.0579 0.1956 2.4758 -0.41
O -5.4743 -0.5116 0.3182 -0.63
N -3.9135 1.0790 0.2313 -0.07
N -1.5743 0.9961 0.4919 0.12
C -0.3023 -1.1915 -2.7151 -0.44
C 1.0684 0.2944 1.5752 0.42
C -2.5478 -0.8220 -1.9471 -0.25
C 0.8505 1.1419 0.4715 1.11
C -0.9166 -1.7171 -0.4765 0.55
C -3.2000 -1.2715 0.4660 -0.09
C 5.2653 0.3551 -1.2321 -0.89
C 3.0916 0.7051 -0.3285 0.48
C -2.2180 -1.2688 -0.6747 -0.03
C -0.4626 1.7474 0.2642 -0.66
C -2.6554 1.6077 0.1933 0.27
C 1.8595 1.3430 -0.4534 -0.73
C -1.6011 -0.7798 -2.9566 -0.78
C 3.2951 -0.1501 0.7445 -0.77
C -0.7175 3.0010 -0.2060 -0.27
C 0.1927 -0.7124 3.5415 -1.08
C 2.2940 -0.3453 1.6850 -0.70
C 0.0442 -1.6768 -1.4663 -0.35
C -4.2958 -0.2444 0.3316 0.07
H 4.2275 -0.6772 0.8708 0.42
H 1.0241 -0.4410 4.2012 0.41
H -3.5581 -0.4942 -2.1453 0.44
H -0.7404 -0.6491 4.0996 0.26
H 2.4902 -1.0151 2.5068 0.40
H 5.7979 0.6357 -0.3174 0.35
H 0.3284 -1.7351 3.1785 0.39
H 0.4406 -1.1409 -3.4959 0.41
H -0.0240 3.7827 -0.4371 0.54
H 5.8227 0.7138 -2.0961 0.25
H -3.6813 -2.2506 0.5462 0.45
H -1.8794 -0.4161 -3.9342 0.41
H -4.6822 1.7268 0.1005 0.23
H -2.6502 -1.0734 1.3894 0.08
H 1.6936 1.9809 -1.3067 0.52
H 1.0457 -2.0118 -1.2475 0.45
H 5.1830 -0.7357 -1.2840 0.35